This record from the Open Molecules 2025 dataset describes a 15-piece molecular cluster, C60H165N15O15 overall at a distorted geometry. The level of theory is wB97M-V/def2-TZVPD.

Positions of all 255 atoms, in Å:
C (-3.0424, -5.0891, -3.3072)
C (-2.3385, -5.4285, -2.0172)
C (-3.3591, -5.1280, -0.8674)
O (-2.8360, -5.1077, 0.4691)
C (-3.8263, -4.8910, 1.4595)
N (-1.9581, -6.8158, -2.0561)
H (-3.9227, -5.6906, -3.3017)
H (-2.5024, -5.4201, -4.1779)
H (-3.3987, -4.0816, -3.3432)
H (-1.4914, -4.7580, -1.8831)
H (-4.1671, -5.9133, -0.9152)
H (-3.7954, -4.1661, -1.1045)
H (-3.3649, -5.0226, 2.4130)
H (-4.7553, -5.5209, 1.3696)
H (-4.2128, -3.8662, 1.4393)
H (-1.5319, -6.9957, -2.9759)
H (-1.2445, -7.0456, -1.3699)
C (5.9468, 3.4088, -0.3500)
C (5.9119, 2.1257, -1.1022)
C (7.1554, 1.2845, -0.8994)
O (8.2222, 1.9881, -1.5358)
C (9.2151, 1.1161, -1.8694)
N (4.7108, 1.3082, -0.5999)
H (6.0829, 3.1290, 0.6626)
H (5.0715, 4.0602, -0.4546)
H (6.8420, 3.9918, -0.5695)
H (5.8677, 2.2370, -2.2182)
H (6.9746, 0.3923, -1.4120)
H (7.4368, 1.0696, 0.1568)
H (10.0496, 1.6467, -2.2266)
H (8.8907, 0.5359, -2.7291)
H (9.4925, 0.3202, -1.1273)
H (4.4914, 0.5222, -1.1707)
H (3.8704, 1.8761, -0.5158)
C (-0.0047, -2.3699, -3.1052)
C (0.5357, -3.4673, -3.9869)
C (1.3850, -2.8470, -5.2094)
O (0.4426, -2.0663, -5.9765)
C (0.4555, -2.2977, -7.4094)
N (1.3812, -4.3861, -3.2615)
H (-0.7171, -1.7092, -3.6161)
H (0.7508, -1.7509, -2.7247)
H (-0.5443, -2.7174, -2.2371)
H (-0.2858, -4.0428, -4.4237)
H (1.8240, -3.6291, -5.8189)
H (2.1555, -2.1378, -4.8659)
H (-0.1535, -1.5067, -7.8718)
H (-0.0049, -3.2642, -7.6160)
H (1.4569, -2.3969, -7.8956)
H (0.8179, -4.7639, -2.5095)
H (1.7478, -5.0989, -3.8330)
C (-2.8279, 0.5154, 4.5012)
C (-3.2447, 1.5818, 3.4885)
C (-4.7443, 1.9459, 3.4131)
O (-5.5869, 0.8630, 3.0605)
C (-6.8749, 1.2720, 2.6884)
N (-2.6808, 2.8780, 4.1204)
H (-1.7870, 0.7943, 4.6717)
H (-2.9518, -0.4593, 4.0763)
H (-3.3716, 0.5350, 5.4128)
H (-2.8901, 1.3152, 2.4652)
H (-4.8475, 2.6886, 2.6274)
H (-5.0414, 2.3345, 4.4189)
H (-7.5246, 0.4425, 2.3541)
H (-6.9087, 2.0270, 1.9481)
H (-7.4251, 1.7037, 3.6035)
H (-1.6939, 2.7958, 4.4160)
H (-2.6063, 3.5419, 3.3871)
C (-1.7760, 3.2156, -1.4386)
C (-2.7731, 4.0552, -2.2226)
C (-3.9005, 3.1596, -2.6475)
O (-4.8618, 3.9037, -3.3593)
C (-6.0037, 3.0957, -3.7227)
N (-3.3141, 5.1862, -1.3980)
H (-0.9129, 3.8421, -1.1819)
H (-1.4541, 2.3160, -2.0505)
H (-2.2879, 2.9375, -0.5199)
H (-2.2983, 4.3486, -3.1890)
H (-4.3134, 2.5676, -1.8090)
H (-3.4740, 2.3661, -3.3278)
H (-6.7142, 3.7027, -4.2758)
H (-6.4814, 2.7485, -2.8174)
H (-5.6187, 2.2490, -4.3027)
H (-4.2408, 5.4034, -1.6069)
H (-2.7367, 6.0153, -1.2422)
C (0.3771, -3.4660, 0.8409)
C (1.2351, -4.6898, 0.3559)
C (2.0824, -5.2829, 1.4702)
O (2.7096, -6.5165, 1.0442)
C (3.4906, -7.1241, 2.0744)
N (0.3741, -5.7123, -0.3252)
H (-0.3505, -3.8457, 1.5688)
H (-0.2317, -3.0516, 0.0853)
H (0.9287, -2.7084, 1.3387)
H (1.9879, -4.2443, -0.2947)
H (1.3272, -5.5772, 2.2361)
H (2.8098, -4.4982, 1.8039)
H (4.2491, -6.4594, 2.5543)
H (4.0391, -7.8789, 1.5935)
H (2.8267, -7.4751, 2.9055)
H (0.8459, -6.5945, -0.1798)
H (-0.5559, -5.7818, 0.1616)
C (1.0241, 2.2929, 6.7649)
C (2.0161, 2.8640, 5.7065)
C (2.1371, 4.4133, 5.8598)
O (0.9164, 5.0287, 5.6067)
C (0.9134, 6.3355, 6.1160)
N (3.3276, 2.2474, 6.0184)
H (-0.0211, 2.6465, 6.6199)
H (1.3617, 2.6143, 7.8089)
H (1.1335, 1.2015, 6.6368)
H (1.6804, 2.6591, 4.6676)
H (2.8960, 4.7480, 5.1422)
H (2.3350, 4.5429, 6.9910)
H (1.8001, 6.9328, 5.8635)
H (0.8512, 6.3073, 7.2550)
H (-0.0134, 6.8644, 5.8777)
H (3.2843, 1.3304, 6.3668)
H (4.0963, 2.3052, 5.3791)
C (0.4722, -1.3416, 4.8805)
C (1.5476, -2.3899, 4.8528)
C (2.7438, -2.1388, 5.7866)
O (3.6118, -3.2643, 5.6753)
C (4.8004, -3.0968, 6.4970)
N (0.8916, -3.6957, 5.1068)
H (-0.1535, -1.3236, 3.9654)
H (0.9978, -0.2809, 4.8510)
H (-0.0825, -1.3451, 5.8181)
H (1.9916, -2.3843, 3.8695)
H (2.3608, -1.9830, 6.8211)
H (3.3433, -1.2390, 5.5938)
H (4.5742, -3.1176, 7.5744)
H (5.2529, -2.1853, 6.2114)
H (5.5101, -3.9022, 6.2201)
H (1.5640, -4.3773, 5.4999)
H (0.1745, -3.5579, 5.8186)
C (-1.3562, 5.9526, 3.2728)
C (-2.6475, 5.8028, 2.4774)
C (-2.9296, 7.0249, 1.6083)
O (-1.9758, 7.5067, 0.7035)
C (-1.6387, 8.9250, 0.9199)
N (-2.5726, 4.5548, 1.7443)
H (-1.4010, 6.7769, 4.0107)
H (-0.4890, 5.9960, 2.6355)
H (-1.2395, 5.0584, 3.9026)
H (-3.5310, 5.8030, 3.0970)
H (-3.2727, 7.8244, 2.3671)
H (-3.8865, 6.8213, 1.0246)
H (-2.5817, 9.5625, 0.8896)
H (-0.9712, 9.1758, 0.1316)
H (-1.0475, 9.2289, 1.8280)
H (-1.6954, 4.5135, 1.2675)
H (-3.2120, 4.4758, 0.9563)
C (-7.0653, -2.9763, -0.3640)
C (-6.1133, -1.7799, 0.0397)
C (-6.5214, -0.4152, -0.6212)
O (-7.8130, -0.1100, -0.2590)
C (-8.0267, 1.3272, -0.4125)
N (-5.9275, -1.7543, 1.4079)
H (-6.8763, -3.1149, -1.4468)
H (-8.1160, -2.7826, -0.1718)
H (-6.6359, -3.8551, 0.1243)
H (-5.1747, -2.1197, -0.4578)
H (-6.4668, -0.5347, -1.7193)
H (-5.7464, 0.3236, -0.4748)
H (-8.3069, 1.5183, -1.4032)
H (-7.2227, 1.9694, -0.0572)
H (-8.8345, 1.5507, 0.2737)
H (-6.7675, -1.4475, 1.8438)
H (-5.2113, -1.0845, 1.5695)
C (-3.4289, -0.7934, -2.8639)
C (-3.6300, -0.7322, -4.4028)
C (-5.0764, -0.7382, -4.7106)
O (-5.6226, -2.0092, -4.2171)
C (-6.9540, -2.2339, -4.6145)
N (-3.0901, 0.4641, -5.0284)
H (-2.3851, -0.9939, -2.4628)
H (-4.0597, -1.5343, -2.3670)
H (-3.7467, 0.1499, -2.3829)
H (-3.2514, -1.6436, -4.8152)
H (-5.2059, -0.6784, -5.8234)
H (-5.5745, 0.1634, -4.2822)
H (-7.2351, -3.2981, -4.7496)
H (-7.2285, -1.7061, -5.5032)
H (-7.6096, -1.9133, -3.7939)
H (-2.9872, 0.3940, -6.0396)
H (-2.1578, 0.5639, -4.5739)
C (4.6152, -3.7060, -1.3883)
C (4.3240, -2.2543, -1.6357)
C (4.8038, -1.8511, -3.0257)
O (4.5975, -0.4468, -3.2095)
C (4.5172, -0.2705, -4.5782)
N (2.8904, -2.1183, -1.4530)
H (5.6400, -4.0705, -1.4822)
H (3.9556, -4.2895, -2.0882)
H (4.2363, -3.9212, -0.3835)
H (4.8182, -1.5816, -0.9177)
H (4.2430, -2.4643, -3.7342)
H (5.8637, -2.0728, -3.0680)
H (4.6670, 0.7685, -4.8246)
H (3.5400, -0.6831, -4.9420)
H (5.3159, -0.8181, -5.0928)
H (2.4386, -2.9256, -1.9144)
H (2.5729, -1.2640, -2.0009)
C (1.7177, 1.6076, -3.4985)
C (0.7522, 1.8629, -4.6805)
C (1.6030, 1.9388, -5.9018)
O (0.8053, 1.8725, -7.1240)
C (1.5281, 1.8517, -8.3065)
N (-0.1612, 0.7753, -4.9087)
H (2.0799, 0.5284, -3.5087)
H (1.1373, 1.8047, -2.5652)
H (2.5494, 2.2766, -3.4652)
H (0.1400, 2.7472, -4.4922)
H (2.2310, 1.0423, -5.9569)
H (2.2707, 2.8141, -5.8724)
H (0.8496, 1.4394, -9.0610)
H (2.4109, 1.2142, -8.2212)
H (1.7220, 2.8181, -8.7289)
H (0.3672, -0.1188, -4.9312)
H (-0.6222, 0.8860, -5.8207)
C (7.7882, 1.0882, 4.1306)
C (6.6687, 1.6336, 3.2488)
C (5.7159, 0.4788, 2.8825)
O (6.4242, -0.5166, 2.2612)
C (5.6246, -1.5905, 1.6786)
N (5.8828, 2.6499, 3.9478)
H (8.4958, 1.9324, 4.3198)
H (8.3463, 0.3590, 3.5584)
H (7.4016, 0.8380, 5.0943)
H (7.2261, 1.9506, 2.3542)
H (4.9368, 0.8432, 2.1962)
H (5.2822, 0.1143, 3.8028)
H (4.9662, -1.9583, 2.4352)
H (6.3102, -2.4284, 1.5270)
H (5.1037, -1.3095, 0.8015)
H (5.5903, 3.4086, 3.3013)
H (6.3358, 3.1220, 4.7238)
C (0.2352, 1.8102, 1.4980)
C (0.3041, 0.3155, 1.1596)
C (-0.5640, 0.0288, -0.0890)
O (-1.9502, 0.2111, 0.1562)
C (-2.5087, -1.0100, 0.6684)
N (1.7131, -0.0285, 0.8361)
H (-0.7424, 1.9976, 1.9093)
H (0.4209, 2.4729, 0.6139)
H (0.9380, 1.9826, 2.3428)
H (-0.1096, -0.2487, 2.0360)
H (-0.4010, -0.9468, -0.6170)
H (-0.3868, 0.8469, -0.7613)
H (-1.9816, -1.3910, 1.5146)
H (-2.5528, -1.7673, -0.1249)
H (-3.5731, -0.7838, 0.9435)
H (1.7941, -1.0369, 0.6444)
H (2.3205, 0.0498, 1.7035)

The LUMO energy comes out at 0.465 eV. The charge is 0. The calculation puts the highest occupied orbital energy at -8.5 eV. As for the HOMO-LUMO gap: 8.953 eV.